Entry 1:
80
Properties=species:S:1:pos:R:3:forces:R:3:mulliken_charge:R:1 method="wB97M-V/def2-TZVPD" multiplicity=3 lumo_energy_ev="-10.9 / -10.8" s2=2.0310 gap_ev="5.69 / 5.72" total_charge=+3 e_above_lowest_kj_mol=88.7
Tc -0.608 0.184 1.320 0.87 1.28 0.13 0.28
C 2.176 0.198 4.122 -0.12 -0.16 0.16 -1.76
C 1.508 0.665 2.874 -0.29 0.06 -0.15 0.82
C 0.724 1.830 2.905 -0.21 -0.54 -0.09 1.30
C 0.531 2.550 4.199 -0.17 0.01 0.14 -1.97
C 0.188 2.337 1.674 0.02 -0.25 -0.39 0.89
C -0.764 3.493 1.690 -0.23 -0.02 0.00 -2.57
C 0.756 1.895 0.423 0.12 -0.14 0.19 0.68
C 0.630 2.732 -0.814 -0.19 -0.02 -0.12 -2.02
C 1.494 0.688 0.396 -0.20 0.03 -0.07 0.99
C 2.098 0.213 -0.895 -0.02 -0.07 -0.05 -1.90
C 1.712 -0.015 1.622 -0.12 -0.06 -0.16 1.05
C 2.420 -1.339 1.603 -0.03 -0.13 0.02 -2.25
H 3.007 0.882 4.330 -0.01 0.02 -0.03 0.42
H 2.590 -0.800 4.049 0.01 0.01 0.00 0.40
H 1.519 0.241 4.990 -0.02 -0.01 -0.02 0.43
H 0.090 1.906 4.961 -0.04 0.02 -0.02 0.41
H -0.077 3.443 4.110 0.01 0.00 -0.01 0.46
H 1.511 2.848 4.580 0.01 0.01 -0.04 0.42
H -0.214 4.433 1.789 0.03 -0.02 0.01 0.45
H -1.455 3.423 2.527 0.01 0.01 -0.01 0.62
H -1.350 3.544 0.775 0.01 0.01 0.01 0.55
H -0.016 2.273 -1.566 0.02 0.00 -0.01 0.43
H 1.617 2.847 -1.262 0.00 -0.03 0.01 0.45
H 0.248 3.724 -0.600 -0.01 -0.01 0.01 0.53
H 3.119 0.598 -0.973 0.00 0.01 0.02 0.37
H 1.546 0.574 -1.759 0.01 -0.01 0.00 0.43
H 2.164 -0.870 -0.956 -0.01 0.00 -0.01 0.45
H 2.176 -1.923 0.720 0.00 0.00 0.01 0.40
H 2.180 -1.940 2.476 -0.02 -0.01 -0.02 0.61
H 3.503 -1.180 1.604 -0.01 0.02 -0.01 0.38
C -6.166 -1.015 -6.464 -0.21 0.02 0.00 -1.51
C -5.168 -0.935 -5.357 0.16 -0.01 0.15 0.46
C -4.131 -0.002 -5.393 -0.09 -0.07 -0.04 -0.99
C -3.177 0.078 -4.394 0.10 0.05 0.18 0.54
C -2.067 1.091 -4.542 -0.07 -0.17 -0.02 -2.06
C -3.294 -0.821 -3.311 0.32 0.22 0.12 0.99
Te -1.597 -0.831 -2.031 -0.48 -0.44 -0.60 0.78
N -1.975 -0.058 -0.197 0.34 0.14 0.27 0.16
C -3.027 0.097 0.638 -0.06 0.02 -0.32 1.13
O -2.566 0.223 1.841 0.19 -0.14 0.56 -0.85
C -4.429 0.190 0.343 0.01 0.04 0.06 0.39
C -5.351 -0.253 1.304 0.08 -0.04 0.05 -0.48
C -6.702 -0.149 1.045 -0.05 -0.03 0.01 -0.77
C -7.139 0.433 -0.142 0.05 0.00 0.05 -0.49
C -6.226 0.925 -1.072 -0.06 0.02 -0.08 -0.77
C -4.873 0.801 -0.838 0.11 -0.08 -0.01 -0.18
C -1.535 -2.865 -1.446 0.29 0.04 -0.13 0.82
C -1.743 -3.233 -0.121 0.12 0.15 -0.03 -0.21
C -1.742 -4.574 0.214 -0.01 0.00 0.09 -0.90
C -1.535 -5.526 -0.777 -0.01 -0.07 -0.04 -0.76
C -1.289 -5.142 -2.084 0.03 0.03 0.03 -0.63
C -1.270 -3.796 -2.453 -0.01 0.23 0.07 0.55
C -0.971 -3.412 -3.879 -0.06 -0.11 0.14 -1.69
C -4.343 -1.750 -3.212 0.11 -0.05 0.25 0.78
C -4.524 -2.693 -2.056 -0.18 0.04 -0.11 -1.43
C -5.256 -1.783 -4.253 -0.01 -0.01 -0.10 -1.04
H -5.804 -0.527 -7.365 -0.01 -0.04 -0.03 0.41
H -7.096 -0.522 -6.167 0.04 0.04 0.00 0.32
H -6.426 -2.049 -6.687 0.07 -0.01 -0.04 0.40
H -4.068 0.678 -6.234 0.04 0.00 0.00 0.50
H -2.391 1.913 -5.175 0.00 0.00 0.01 0.52
H -1.193 0.640 -5.021 0.03 0.05 0.05 0.38
H -1.763 1.517 -3.585 0.04 0.12 0.02 0.34
H -4.994 -0.691 2.227 -0.03 0.00 0.00 0.50
H -7.423 -0.509 1.767 0.02 0.00 0.01 0.48
H -8.201 0.526 -0.325 0.01 0.01 -0.04 0.47
H -6.577 1.417 -1.969 0.00 0.01 0.02 0.50
H -4.158 1.236 -1.522 -0.01 -0.05 -0.11 0.58
H -1.917 -2.483 0.644 -0.13 -0.06 0.03 0.18
H -1.909 -4.879 1.238 -0.01 0.00 0.00 0.49
H -1.558 -6.578 -0.523 0.03 0.00 0.00 0.45
H -1.097 -5.892 -2.841 -0.01 -0.01 0.01 0.52
H -1.783 -3.695 -4.550 -0.04 0.07 0.02 0.33
H -0.070 -3.917 -4.228 0.01 0.02 0.00 0.53
H -0.801 -2.337 -3.995 0.04 0.01 -0.15 0.15
H -3.987 -2.364 -1.172 -0.11 -0.02 0.09 -0.11
H -4.184 -3.698 -2.316 0.04 0.02 0.06 0.32
H -5.581 -2.772 -1.801 -0.01 0.04 -0.01 0.57
H -6.063 -2.505 -4.207 -0.01 0.01 0.03 0.55

=====

Entry 2:
90
Properties=species:S:1:pos:R:3:forces:R:3:mulliken_charge:R:1 method="wB97M-V/def2-TZVPD" lumo_energy_ev=-2.4 gap_ev=7.24 total_charge=+1 e_above_lowest_kj_mol=57.5
Cd 0.388 -0.036 0.631 0.36 -0.20 -0.04 3.32
Br -4.428 -5.863 2.185 0.04 -0.05 0.02 -0.17
C -5.223 -4.240 1.635 -0.01 0.05 0.03 0.02
C -5.087 -3.111 2.430 -0.01 0.05 -0.04 -0.58
C -5.646 -1.913 2.014 0.01 0.06 0.11 -0.19
C -6.345 -1.851 0.814 -0.14 0.17 -0.21 0.24
C -6.533 -3.003 0.068 0.00 -0.13 -0.15 -0.28
C -5.951 -4.201 0.460 -0.07 0.06 -0.08 -0.48
N -7.037 -0.664 0.349 0.28 0.16 0.44 -0.38
N -6.492 0.454 0.354 0.19 -0.46 -0.36 -0.52
C -5.081 0.589 0.624 -0.23 0.06 0.06 -0.26
C -4.715 1.492 1.581 0.05 0.13 0.23 -0.46
C -3.382 1.650 1.989 -0.19 0.11 0.05 -0.83
C -2.357 0.934 1.399 0.23 -0.10 -0.05 -0.17
O -1.112 1.040 1.779 -0.21 -0.02 -0.02 -0.26
C -2.722 0.064 0.303 0.21 -0.05 -0.02 0.55
N -1.708 -0.587 -0.338 -0.24 0.11 0.16 -0.50
C -1.983 -1.366 -1.355 0.01 0.01 0.02 -0.19
C -3.280 -1.537 -1.858 0.04 -0.06 -0.07 -1.64
C -4.309 -0.894 -1.236 -0.12 0.03 0.08 -0.51
C -4.068 -0.096 -0.093 -0.13 -0.11 -0.21 0.45
H -4.551 -3.168 3.367 -0.01 0.01 0.00 0.49
H -5.547 -1.032 2.632 0.02 -0.01 0.01 0.48
H -7.136 -2.951 -0.831 0.01 -0.03 0.03 0.45
H -6.080 -5.097 -0.132 0.00 0.03 0.01 0.45
H -5.501 2.060 2.067 0.06 0.00 0.01 0.43
H -3.130 2.341 2.783 -0.03 -0.02 -0.02 0.53
H -1.146 -1.868 -1.830 0.00 0.00 -0.02 0.68
H -3.448 -2.158 -2.727 0.01 0.01 0.02 0.49
H -5.314 -0.981 -1.626 -0.03 -0.01 0.04 0.66
I -0.825 -0.633 6.519 -0.06 0.01 0.05 0.15
C 0.648 -0.917 5.090 -0.02 -0.01 0.02 -0.52
C 1.949 -1.227 5.448 0.09 -0.02 -0.01 -0.22
C 2.889 -1.397 4.441 0.02 -0.01 0.08 -0.93
C 2.490 -1.242 3.128 -0.09 -0.09 -0.09 -0.30
N 1.236 -0.941 2.778 -0.11 0.08 0.16 0.16
C 0.328 -0.782 3.747 0.14 -0.04 -0.08 -0.34
H 2.227 -1.334 6.488 0.00 0.00 -0.01 0.43
H 3.917 -1.641 4.674 -0.02 0.01 0.00 0.46
H 3.207 -1.357 2.323 0.00 0.02 0.00 0.29
H -0.670 -0.502 3.435 0.01 0.02 -0.03 0.36
C 3.200 1.743 0.978 -0.01 0.06 0.13 -0.28
C 3.922 3.099 1.191 -0.06 -0.01 0.02 -0.87
N 3.033 4.042 1.866 -0.03 -0.07 0.01 -0.13
C 1.885 4.302 1.000 0.00 -0.07 0.03 -0.94
C 1.122 2.983 0.718 0.06 0.06 0.11 -0.26
N 1.789 1.845 1.403 -0.06 0.04 -0.16 0.96
C 1.768 2.142 2.853 0.01 0.10 -0.03 -0.77
C 2.559 3.455 3.121 -0.01 -0.03 -0.06 -0.88
H 3.659 0.960 1.584 0.02 -0.03 -0.01 0.48
H 3.238 1.418 -0.062 -0.02 0.01 -0.02 -0.38
H 4.221 3.539 0.239 0.01 0.01 -0.01 0.32
H 4.824 2.971 1.790 0.01 0.00 0.02 0.34
H 2.247 4.755 0.076 0.00 0.01 -0.01 0.32
H 1.238 5.029 1.491 -0.01 0.01 0.01 0.33
H 1.081 2.766 -0.345 0.03 -0.02 -0.07 -0.10
H 0.100 3.012 1.089 -0.03 0.00 0.00 0.45
H 2.216 1.304 3.383 0.05 0.01 0.03 0.10
H 0.723 2.214 3.156 0.00 0.01 -0.02 0.49
H 3.424 3.265 3.757 0.01 0.00 0.00 0.37
H 1.933 4.188 3.629 0.00 0.01 0.00 0.27
N 1.992 -2.783 -0.284 -0.04 -0.16 -0.02 -0.44
N 0.711 -2.568 0.333 0.10 0.08 -0.18 -0.58
H 2.173 -3.776 -0.407 0.01 0.02 0.05 0.29
H 2.699 -2.432 0.351 -0.02 0.04 -0.04 0.11
H 0.590 -3.158 1.153 -0.08 0.10 0.05 0.26
H 0.003 -2.844 -0.338 0.02 0.01 0.03 0.25
C 2.176 2.105 -2.566 0.02 0.05 -0.08 -1.52
As 1.364 0.408 -2.070 -0.09 0.02 0.10 0.32
C -0.058 0.453 -3.397 -0.01 0.02 0.01 -1.47
C 2.625 -0.851 -2.898 0.03 -0.03 -0.05 -1.24
C 3.001 -0.517 -4.309 0.00 -0.01 0.01 0.34
C 2.245 -0.993 -5.378 -0.01 0.00 -0.02 -0.24
C 2.583 -0.673 -6.685 0.01 0.00 0.01 -0.72
C 3.685 0.131 -6.943 0.00 0.00 0.03 -0.49
C 4.450 0.606 -5.886 -0.02 0.00 -0.01 -0.66
C 4.109 0.283 -4.581 0.02 -0.01 0.00 -0.28
H 2.425 2.061 -3.627 0.00 0.04 0.05 0.62
H 3.077 2.311 -1.993 0.00 0.01 -0.01 0.29
H 1.457 2.904 -2.402 -0.01 0.04 -0.02 0.53
H 0.360 0.808 -4.338 -0.03 0.00 -0.01 0.57
H -0.841 1.130 -3.059 -0.01 0.00 0.00 0.43
H -0.488 -0.534 -3.549 0.00 -0.02 -0.01 0.34
H 2.146 -1.825 -2.819 0.03 -0.05 -0.01 0.56
H 3.497 -0.873 -2.245 0.04 -0.02 0.01 0.63
H 1.389 -1.630 -5.186 0.02 0.00 0.00 0.37
H 1.990 -1.059 -7.504 0.00 0.01 0.01 0.41
H 3.952 0.377 -7.962 0.00 0.00 0.01 0.40
H 5.316 1.225 -6.079 0.00 -0.01 0.00 0.41
H 4.719 0.648 -3.760 -0.01 -0.01 -0.02 0.37